1.
Below is an isolated molecule of C13H18S, with properties calculated with wB97M-V/def2-TZVPD.

For the energy above the lowest of the compared OMol25 structures with the same formula, charge and spin, the calculation gives 0.00 kJ/mol. For the LUMO energy, the calculation gives 0.775 eV. Its orbital gap is 0.321 Eh. The structure (SMILES) is C1=CC2(CCCC2)[C@@]2(C=C1)CCCS2.

ORCA input file:
```
! RIJCOSX wB97M-V def2-TZVPD def2/J DEFGRID3
* xyz 0 1
C 1.71 -2.55 0.34
C 1.47 -1.49 1.12
C 0.44 -0.45 0.71
C 0.60 0.87 1.39
C -0.19 0.82 2.68
C -1.42 0.14 2.08
C -0.94 -0.96 1.21
C 0.39 -0.33 -0.89
C 0.43 -1.70 -1.49
C 1.05 -2.78 -0.98
C -0.78 0.41 -1.45
C -0.24 1.64 -2.42
C 1.10 1.15 -2.86
S 1.94 0.51 -1.47
H 2.41 -3.32 0.69
H 1.93 -1.29 2.13
H 0.20 1.75 0.81
H 1.76 1.07 1.45
H -0.40 1.84 3.07
H 0.33 0.34 3.48
H -2.19 -0.19 2.81
H -1.98 0.85 1.40
H -0.81 -1.97 1.64
H -1.65 -1.30 0.36
H 0.11 -1.79 -2.56
H 1.02 -3.86 -1.39
H -1.23 0.89 -0.63
H -1.45 -0.20 -2.02
H -0.96 2.01 -3.09
H -0.07 2.49 -1.88
H 1.03 0.24 -3.44
H 1.85 1.94 -3.28
*
```

Here are the Löwdin charges for atoms 1 to 6, given in e: number 1, C, carries -0.098; number 2, C, carries -0.051; number 3, C, carries -0.442; number 4, C, carries -0.205; number 5, C, carries -0.171; number 6, C, carries -0.211

=====

2.
Below is a 2-piece molecular cluster, C13H18Si overall, with properties calculated with wB97M-V/def2-TZVPD.

For the energy above the lowest of the compared OMol25 structures with the same formula, charge and spin, the calculation gives 464.86 kJ/mol. For the LUMO energy, the calculation gives 0.388 eV. Its orbital gap is 0.284 Eh. The structure (SMILES) is C1=CCC(C=C2CC=CC2)=C1.C=C[SiH3].

ORCA input file:
```
! RIJCOSX wB97M-V def2-TZVPD def2/J DEFGRID3
* xyz 0 1
C -0.51 2.94 1.74
C -1.48 2.71 0.86
C -1.69 1.24 0.73
C -0.54 0.64 1.55
C -0.04 -0.67 1.62
C -0.52 -1.76 0.99
C -1.85 -2.05 0.44
C -1.65 -3.36 -0.29
C -0.44 -3.84 -0.06
C 0.38 -3.01 0.82
C 0.08 1.74 2.12
H -0.04 3.96 1.86
H -2.07 3.43 0.31
H -2.81 1.01 0.93
H -1.47 0.90 -0.30
H 0.90 -0.54 2.25
H -2.69 -2.53 1.08
H -2.24 -1.15 -0.03
H -2.46 -3.95 -0.77
H -0.09 -4.76 -0.35
H 0.55 -3.44 1.83
H 1.45 -2.60 0.51
H 0.86 1.72 2.90
C 0.83 0.05 -2.18
C 1.59 0.78 -1.34
Si 2.37 2.47 -1.59
H 0.57 -0.97 -2.01
H 0.44 0.50 -3.05
H 1.86 0.26 -0.39
H 1.66 3.82 -1.57
H 2.93 2.46 -3.07
H 3.54 2.79 -0.71
*
```

Here are the Löwdin charges for atoms 1 to 6, given in e: number 1, C, carries -0.134; number 2, C, carries -0.114; number 3, C, carries -0.145; number 4, C, carries -0.236; number 5, C, carries -0.060; number 6, C, carries -0.222

=====

3.
Below is C13H19AuN4OSe as an isolated structure, with properties calculated with wB97M-V/def2-TZVPD.

For the energy above the lowest of the compared OMol25 structures with the same formula, charge and spin, the calculation gives 29.56 kJ/mol. For the LUMO energy (spin up / spin down), the calculation gives -0.337 / -0.337 eV. Its orbital gap (spin up / spin down) is 0.241 / 0.241 Eh.

ORCA input file:
```
! RIJCOSX wB97M-V def2-TZVPD def2/J DEFGRID3
* xyz 0 1
Au 0.09 0.64 0.00
C 2.25 -1.46 -1.50
N 2.29 -0.25 -0.68
C 2.84 0.88 -1.42
C 3.01 -0.44 0.58
C 2.33 0.14 1.79
C 2.98 -0.01 3.01
C 2.40 0.41 4.19
C 1.14 0.98 4.17
C 0.48 1.15 2.97
C 1.07 0.74 1.77
H 3.26 -1.78 -1.80
H 1.66 -1.27 -2.40
H 1.76 -2.26 -0.96
H 3.88 0.68 -1.72
H 2.81 1.78 -0.80
H 2.25 1.07 -2.31
H 4.00 0.01 0.50
H 3.17 -1.51 0.73
H 3.96 -0.48 3.03
H 2.93 0.29 5.13
H 0.67 1.31 5.09
H -0.49 1.62 2.95
Se -0.28 3.01 0.48
C -5.10 -0.24 -1.63
N -3.68 -0.45 -1.69
C -3.06 -1.70 -2.08
C -1.59 -1.43 -1.80
O -0.69 -2.21 -1.99
N -1.47 -0.15 -1.27
C -2.72 0.36 -1.20
N -2.97 1.56 -0.71
H -5.58 -0.79 -2.43
H -5.33 0.82 -1.78
H -5.53 -0.57 -0.68
H -3.21 -1.92 -3.14
H -3.41 -2.55 -1.48
H -2.20 2.13 -0.31
H -3.92 1.87 -0.58
*
```

Here are the Löwdin charges for atoms 1 to 6, given in e: number 1, Au, carries 0.768; number 2, C, carries -0.105; number 3, N, carries -0.340; number 4, C, carries -0.105; number 5, C, carries -0.176; number 6, C, carries -0.237

=====

4.
Below is C13H19BCoN8O4 as an isolated structure, with properties calculated with wB97M-V/def2-TZVPD.

For the energy above the lowest of the compared OMol25 structures with the same formula, charge and spin, the calculation gives 59.11 kJ/mol. For the LUMO energy (spin up / spin down), the calculation gives -0.139 / 0.264 eV. Its orbital gap (spin up / spin down) is 0.325 / 0.355 Eh.

ORCA input file:
```
! RIJCOSX wB97M-V def2-TZVPD def2/J DEFGRID3
* xyz 0 2
Co -0.28 -0.17 -0.45
O 5.16 1.77 0.45
C 5.20 0.82 -0.46
O 6.24 0.36 -0.87
C 3.90 0.34 -1.00
C 3.77 -0.56 -2.04
N 2.46 -0.75 -2.25
N 1.72 -0.02 -1.41
C 2.57 0.64 -0.64
C 1.96 1.48 0.46
O 2.67 2.29 1.07
O 0.73 1.28 0.65
H 4.22 2.04 0.73
H 4.53 -1.07 -2.60
H 2.02 -1.32 -2.95
B -1.05 -3.20 -1.58
N 0.10 -3.15 -0.56
C 0.83 -4.17 -0.11
C 1.67 -3.70 0.90
C 1.38 -2.35 0.98
N 0.42 -2.04 0.11
N -0.81 -2.10 -2.64
C -0.60 -2.27 -3.95
C -0.47 -1.02 -4.54
C -0.62 -0.13 -3.49
N -0.84 -0.80 -2.35
H -2.08 -2.97 -1.02
H -1.03 -4.26 -2.12
H 0.72 -5.15 -0.51
H 2.37 -4.26 1.48
H 1.80 -1.60 1.63
H -0.57 -3.24 -4.39
H -0.29 -0.80 -5.57
H -0.58 0.94 -3.50
N -2.05 -0.63 0.88
C -2.87 0.55 1.15
C -3.05 1.29 -0.17
N -1.73 1.61 -0.69
H -2.59 -1.31 0.35
H -1.73 -1.08 1.73
H -2.33 1.19 1.85
H -3.85 0.29 1.58
H -3.68 2.19 -0.02
H -3.56 0.63 -0.89
H -1.28 2.27 -0.06
H -1.78 2.02 -1.61
*
```

Here are the Löwdin charges for atoms 1 to 6, given in e: number 1, Co, carries 0.587; number 2, O, carries 0.121; number 3, C, carries -0.514; number 4, O, carries 0.092; number 5, C, carries -0.043; number 6, C, carries 0.012

=====

5.
Below is C13H19BN6ORu as an isolated structure, with properties calculated with wB97M-V/def2-TZVPD.

For the energy above the lowest of the compared OMol25 structures with the same formula, charge and spin, the calculation gives 22.05 kJ/mol. For the LUMO energy (spin up / spin down), the calculation gives -10.056 / -10.075 eV. Its orbital gap (spin up / spin down) is 0.232 / 0.229 Eh.

ORCA input file:
```
! RIJCOSX wB97M-V def2-TZVPD def2/J DEFGRID3
* xyz 2 1
Ru 0.34 0.06 -0.25
C -0.03 -1.77 3.42
C 0.59 -1.66 2.19
N 0.10 -0.57 1.56
N -0.85 -0.01 2.34
C -0.93 -0.71 3.47
B -1.59 1.24 1.83
N -0.51 2.28 1.40
C -0.28 3.53 1.75
C 0.85 4.00 1.05
C 1.25 2.96 0.28
N 0.42 1.88 0.48
N -2.30 0.77 0.55
C -3.59 0.70 0.21
C -3.69 0.16 -1.07
C -2.39 -0.08 -1.47
N -1.56 0.32 -0.49
H 0.15 -2.52 4.17
H 1.37 -2.26 1.75
H -1.62 -0.42 4.25
H -2.34 1.69 2.64
H -0.90 4.02 2.48
H 1.29 4.98 1.12
H 2.08 2.89 -0.42
H -4.36 1.03 0.89
H -4.59 -0.03 -1.63
H -2.02 -0.48 -2.40
C 2.78 -1.42 -1.11
C 1.52 -1.62 -1.95
C 1.53 -2.93 -2.70
C 1.28 -0.40 -2.84
O 0.41 -1.61 -0.98
H 3.65 -1.26 -1.76
H 2.97 -2.27 -0.47
H 2.70 -0.51 -0.47
H 2.35 -2.92 -3.42
H 0.59 -3.07 -3.24
H 1.66 -3.76 -2.01
H 2.12 -0.21 -3.50
H 1.15 0.53 -2.23
H 0.38 -0.53 -3.45
*
```

Here are the Löwdin charges for atoms 1 to 6, given in e: number 1, Ru, carries 1.517; number 2, C, carries 0.012; number 3, C, carries -0.049; number 4, N, carries -0.112; number 5, N, carries 0.004; number 6, C, carries 0.012

=====

6.
Below is a 3-piece molecular cluster, C13H19Cl4NO5P overall, with properties calculated with wB97M-V/def2-TZVPD.

For the LUMO energy, the calculation gives -4.878 eV. Its orbital gap is 0.284 Eh.

ORCA input file:
```
! RIJCOSX wB97M-V def2-TZVPD def2/J DEFGRID3
* xyz 1 1
C 4.11 1.05 1.85
P 3.64 1.86 0.26
O 4.41 0.96 -0.87
C 1.81 1.43 0.17
C 0.84 2.36 0.07
C -0.47 1.93 0.04
C -1.62 2.93 -0.04
O -1.57 3.93 0.62
O -2.65 2.60 -0.82
C -0.79 0.60 0.10
C 0.22 -0.32 0.22
C -0.05 -1.79 0.33
C 0.95 -2.49 1.26
O 1.79 -3.23 0.83
O 0.84 -2.19 2.61
N 1.47 0.13 0.24
H 3.61 1.52 2.69
H 5.19 1.00 1.96
H 3.73 0.02 1.82
H 4.43 1.43 -1.71
H 1.11 3.41 0.05
H -2.34 2.19 -1.65
H -1.82 0.29 0.05
H -1.07 -1.99 0.73
H -0.01 -2.26 -0.65
H 1.39 -1.41 2.75
H 2.21 -0.57 0.29
Cl -1.84 2.38 -6.66
C -1.95 3.38 -5.20
C -0.94 2.98 -4.16
Cl -1.30 1.36 -3.46
H -2.97 3.31 -4.82
H -1.77 4.41 -5.50
H -0.95 3.69 -3.33
H 0.07 2.94 -4.57
Cl -2.26 -3.71 1.22
C -1.62 -4.68 2.59
C -2.70 -5.01 3.59
Cl -3.26 -3.56 4.46
H -0.81 -4.12 3.05
H -1.21 -5.60 2.16
H -2.30 -5.70 4.33
H -3.56 -5.47 3.11
*
```

Here are the Löwdin charges for atoms 1 to 6, given in e: number 1, C, carries -0.239; number 2, P, carries 0.904; number 3, O, carries -0.290; number 4, C, carries -0.308; number 5, C, carries 0.014; number 6, C, carries -0.073

=====

7.
Below is C13H19LuN4O3S as an isolated structure, with properties calculated with wB97M-V/def2-TZVPD.

For the LUMO energy, the calculation gives -0.670 eV. Its orbital gap is 0.284 Eh.

ORCA input file:
```
! RIJCOSX wB97M-V def2-TZVPD def2/J DEFGRID3
* xyz 0 1
Lu 1.41 1.31 1.46
N 3.56 1.48 2.13
N 3.85 2.95 1.89
C 2.91 3.82 1.38
O 3.21 5.00 1.21
O 1.52 3.39 1.02
H 3.68 1.37 3.11
H 4.19 1.01 1.54
H 4.80 3.31 2.12
C -4.41 0.43 -0.89
C -3.31 1.23 -1.58
N -2.12 0.40 -1.79
C -2.03 -0.26 -3.09
C -1.25 0.59 -4.07
C -1.07 0.30 -0.88
S -1.08 1.16 0.61
N -0.06 -0.49 -1.15
C 1.00 -0.57 -0.27
O 1.97 0.18 -0.32
C 0.99 -1.71 0.70
C -0.01 -2.69 0.66
C 0.00 -3.74 1.58
C 1.01 -3.82 2.54
C 2.01 -2.85 2.59
C 2.00 -1.80 1.66
H -5.30 1.05 -0.77
H -4.09 0.07 0.09
H -4.68 -0.45 -1.49
H -3.09 2.15 -1.02
H -3.69 1.58 -2.55
H -3.03 -0.45 -3.49
H -1.56 -1.25 -2.99
H -1.72 1.57 -4.21
H -1.20 0.10 -5.05
H -0.22 0.76 -3.73
H -0.81 -2.62 -0.07
H -0.79 -4.48 1.56
H 1.00 -4.63 3.27
H 2.78 -2.89 3.34
H 2.77 -1.03 1.71
H 0.88 0.52 3.23
*
```

Here are the Löwdin charges for atoms 1 to 6, given in e: number 1, Lu, carries 1.246; number 2, N, carries -0.036; number 3, N, carries 0.015; number 4, C, carries -0.590; number 5, O, carries 0.052; number 6, O, carries -0.344

=====

8.
Below is a 2-piece molecular cluster, C13H19N overall, with properties calculated with wB97M-V/def2-TZVPD.

For the energy above the lowest of the compared OMol25 structures with the same formula, charge and spin, the calculation gives 68.90 kJ/mol. For the LUMO energy (spin up / spin down), the calculation gives 3.312 / 3.293 eV. Its orbital gap (spin up / spin down) is 0.101 / 0.233 Eh.

ORCA input file:
```
! RIJCOSX wB97M-V def2-TZVPD def2/J DEFGRID3
* xyz -1 2
C -4.31 -0.96 0.93
C -1.20 -0.39 -0.94
C -2.11 -0.05 0.03
C -3.06 -1.17 0.13
C -2.73 -2.05 -0.83
C -0.18 0.47 -1.45
C -0.08 1.69 -0.73
C -1.00 2.03 0.26
C -2.08 1.22 0.69
N -1.55 -1.65 -1.48
H 0.48 0.34 -2.30
H 0.75 2.37 -0.90
H -1.39 -1.71 -2.46
H -0.82 3.04 0.63
H -3.30 -2.90 -1.17
H -2.90 1.66 1.23
H -4.10 -0.28 1.75
H -4.58 -1.89 1.45
H -5.11 -0.58 0.30
C 3.49 0.31 0.71
C 4.02 -1.13 1.06
C 4.20 1.26 1.70
C 3.87 0.50 -0.77
H 2.44 0.38 0.98
H 4.35 -1.17 2.09
H 5.23 1.38 1.33
H 3.78 2.26 1.73
H 4.35 0.87 2.70
H 3.23 -0.08 -1.42
H 3.84 1.51 -1.15
H 4.86 0.06 -0.90
H 4.74 -1.47 0.33
H 3.25 -1.91 0.98
*
```

Here are the Löwdin charges for atoms 1 to 6, given in e: number 1, C, carries -0.076; number 2, C, carries -0.264; number 3, C, carries -0.198; number 4, C, carries -0.264; number 5, C, carries -0.152; number 6, C, carries -0.121

=====

no.,DFT total energy (Eh),F_max (eV/A)
1,-904.25076,4.22
2,-795.45510,3.58
3,-3338.13225,0.89
4,-2653.54130,1.48
5,-1029.70924,1.25
6,-3119.63789,2.65
7,-2585.26553,5.58
8,-561.44560,2.71